DFT (ωB97M-V/def2-TZVPD) results for a structure of composition C34H96Be2F3O32 at a distorted geometry.

Last column: Löwdin charge in e.
Positions of all 167 atoms, in Å:
Be (2.527, -1.379, 2.049)  1.036
Be (-0.949, 0.180, 3.776)  1.045
C (-3.739, -1.761, 3.301)  -0.291
O (-3.470, -0.464, 2.758)  -0.155
O (-2.369, -2.151, 3.683)  -0.231
C (-5.059, -1.687, 4.186)  -0.603
F (-5.829, -0.681, 3.829)  0.168
F (-5.660, -2.885, 4.197)  0.152
F (-4.805, -1.421, 5.439)  0.159
C (-3.970, -0.191, 1.491)  -0.270
C (-3.275, 1.113, 1.089)  -0.065
H (-2.252, 1.097, 1.465)  0.049
H (-3.308, 0.943, 0.012)  0.070
H (-3.931, 1.927, 1.397)  0.075
H (-5.039, 0.004, 1.402)  0.121
H (-3.768, -0.936, 0.722)  0.118
H (-4.008, -2.407, 2.466)  0.136
C (-0.117, -0.191, 0.062)  -0.256
O (0.248, -0.238, 1.454)  -0.370
H (0.687, 0.056, -0.632)  0.039
H (-0.290, -1.226, -0.232)  0.045
H (-0.922, 0.470, -0.260)  0.049
C (1.665, -1.655, 5.405)  -0.291
O (1.386, -0.861, 4.276)  -0.380
H (1.701, -2.717, 5.165)  0.060
H (2.612, -1.293, 5.806)  0.058
H (1.075, -1.693, 6.321)  0.066
C (-0.097, -6.122, -3.149)  -0.197
C (0.958, -6.909, -2.364)  -0.275
O (1.320, -8.081, -3.022)  -0.045
O (-1.215, -6.984, -3.435)  -0.063
H (0.259, -5.855, -4.144)  0.120
H (-0.354, -5.244, -2.556)  0.094
H (0.583, -7.092, -1.357)  0.105
H (1.945, -6.497, -2.153)  0.104
H (2.188, -8.181, -2.625)  0.086
H (-1.045, -7.651, -4.104)  0.088
C (-2.522, 1.272, 6.172)  -0.222
C (-3.516, 1.817, 5.138)  -0.161
O (-2.723, 2.112, 3.961)  -0.095
O (-1.937, 0.026, 5.918)  -0.043
H (-3.036, 1.188, 7.129)  0.130
H (-1.759, 1.993, 6.464)  0.126
H (-4.154, 2.682, 5.320)  0.134
H (-4.292, 1.106, 4.856)  0.102
H (-3.269, 2.766, 3.518)  0.089
H (-2.068, -0.549, 6.676)  0.123
C (1.395, 1.739, -4.908)  -0.249
C (1.617, 2.499, -6.229)  -0.220
O (1.157, 3.822, -6.123)  -0.044
O (2.179, 2.116, -3.846)  -0.069
H (1.732, 0.749, -5.214)  0.095
H (0.367, 1.663, -4.553)  0.133
H (1.081, 1.995, -7.033)  0.126
H (2.650, 2.458, -6.574)  0.119
H (1.377, 4.138, -5.243)  0.071
H (2.594, 1.414, -3.339)  0.081
C (4.731, 1.017, 1.925)  -0.237
C (4.733, 0.506, 0.529)  -0.238
O (3.403, 0.214, 0.142)  -0.070
O (4.376, 0.011, 2.846)  -0.052
H (4.019, 1.841, 1.961)  0.109
H (5.698, 1.406, 2.244)  0.143
H (5.352, -0.385, 0.423)  0.128
H (5.210, 1.324, -0.011)  0.123
H (3.286, 0.435, -0.784)  0.081
H (4.585, 0.365, 3.714)  0.112
C (-0.796, 6.581, 2.145)  -0.211
C (-0.372, 7.202, 3.548)  -0.198
O (-1.383, 7.049, 4.555)  -0.079
O (-1.057, 5.224, 2.327)  -0.088
H (-0.046, 6.636, 1.355)  0.114
H (-1.742, 7.052, 1.879)  0.123
H (-0.284, 8.289, 3.570)  0.110
H (0.600, 6.863, 3.907)  0.103
H (-2.109, 6.545, 4.180)  0.067
H (-1.418, 5.046, 1.456)  0.052
C (2.390, -4.003, -0.254)  -0.179
C (1.262, -3.870, 0.761)  -0.282
O (1.638, -3.713, 2.062)  -0.029
O (2.972, -2.706, -0.142)  -0.085
H (1.982, -4.121, -1.257)  0.114
H (3.036, -4.847, -0.013)  0.134
H (0.747, -4.830, 0.711)  0.121
H (0.534, -3.119, 0.452)  0.116
H (0.907, -3.804, 2.678)  0.083
H (3.806, -2.755, -0.617)  0.090
C (-1.275, 4.084, -1.416)  -0.217
C (0.175, 3.975, -0.815)  -0.225
O (0.805, 5.245, -0.771)  -0.056
O (-2.133, 4.842, -0.607)  -0.063
H (-1.659, 3.072, -1.548)  0.106
H (-1.206, 4.502, -2.420)  0.119
H (0.762, 3.294, -1.431)  0.094
H (0.239, 3.497, 0.162)  0.114
H (1.374, 5.195, -1.542)  0.046
H (-3.028, 4.705, -0.924)  0.039
C (5.961, -1.225, -4.936)  -0.152
C (5.593, -0.429, -3.647)  -0.248
O (4.343, -0.711, -3.124)  -0.074
O (6.464, -2.603, -4.659)  -0.094
H (6.714, -0.758, -5.571)  0.120
H (5.111, -1.396, -5.597)  0.107
H (5.530, 0.643, -3.833)  0.116
H (6.388, -0.529, -2.908)  0.120
H (4.240, -1.625, -2.848)  0.080
H (5.853, -3.284, -4.370)  0.066
C (-5.307, 2.929, -2.147)  -0.220
C (-5.239, 4.336, -2.732)  -0.216
O (-4.561, 5.209, -1.841)  -0.079
O (-6.457, 2.308, -2.749)  -0.078
H (-5.558, 2.796, -1.094)  0.124
H (-4.455, 2.402, -2.576)  0.118
H (-6.230, 4.747, -2.922)  0.123
H (-4.698, 4.289, -3.677)  0.127
H (-4.120, 5.900, -2.340)  0.103
H (-7.109, 2.573, -2.096)  0.080
C (1.956, 2.840, 4.913)  -0.214
C (1.516, 2.504, 3.481)  -0.208
O (0.101, 2.510, 3.187)  -0.080
O (1.256, 1.967, 5.773)  -0.064
H (1.674, 3.820, 5.299)  0.125
H (3.044, 2.781, 4.901)  0.116
H (1.981, 1.584, 3.126)  0.086
H (1.931, 3.262, 2.818)  0.116
H (-0.301, 3.372, 3.058)  0.056
H (1.748, 1.154, 5.910)  0.068
C (4.162, 4.264, -0.652)  -0.218
C (4.309, 4.400, -2.169)  -0.175
O (2.940, 4.552, -2.558)  -0.096
O (3.407, 3.178, -0.093)  -0.063
H (3.859, 5.193, -0.168)  0.127
H (5.182, 4.016, -0.358)  0.111
H (4.803, 3.517, -2.572)  0.117
H (4.825, 5.301, -2.502)  0.128
H (2.714, 3.842, -3.163)  0.042
H (2.576, 3.247, -0.569)  0.043
C (-3.867, -4.271, -2.669)  -0.231
C (-2.990, -4.517, -1.469)  -0.245
O (-3.459, -3.960, -0.234)  -0.055
O (-3.586, -3.010, -3.273)  -0.062
H (-4.911, -4.331, -2.361)  0.120
H (-3.874, -5.113, -3.361)  0.122
H (-1.992, -4.157, -1.719)  0.096
H (-2.829, -5.595, -1.434)  0.112
H (-2.924, -4.416, 0.420)  0.033
H (-3.868, -2.329, -2.657)  0.081
C (-0.330, -1.558, -4.518)  -0.192
C (1.068, -1.792, -3.871)  -0.254
O (1.689, -2.874, -4.507)  -0.060
O (-0.053, -1.096, -5.845)  -0.058
H (-0.937, -0.887, -3.911)  0.114
H (-0.966, -2.431, -4.372)  0.107
H (0.984, -2.073, -2.821)  0.106
H (1.736, -0.932, -3.925)  0.084
H (2.216, -2.457, -5.192)  0.075
H (0.668, -1.557, -6.280)  0.077
C (-2.168, -5.389, 2.729)  -0.152
C (-1.923, -6.779, 2.213)  -0.242
O (-1.409, -6.947, 0.908)  -0.071
O (-1.112, -4.347, 2.755)  -0.112
H (-2.587, -5.390, 3.735)  0.132
H (-2.834, -4.885, 2.029)  0.092
H (-2.839, -7.359, 2.096)  0.124
H (-1.457, -7.507, 2.877)  0.121
H (-0.728, -7.623, 0.939)  0.081
H (-1.530, -3.503, 2.936)  0.007

Calculated values
Frontier orbital gap in hartree: 0.2269
Net charge: +1